# C8H15N2O

A gas-phase ion, C8H15N2O (charge -1) in a non-equilibrium geometry (ωB97M-V/def2-TZVPD, the OMol25 dataset).

```
26
Properties=species:S:1:pos:R:3:forces:R:3:mulliken_charge:R:1
C 0.92952 0.55004 -0.27859 -1.3 1.5 -1.1 0.5364
C -0.55391 -0.82722 1.07999 1.1 -1.6 0.0 -0.0799
C 1.01676 1.07034 -1.54320 0.9 -2.4 -1.0 0.7011
C 1.37497 1.48569 0.81432 -5.4 -1.8 1.8 -1.7248
C 1.68069 2.43755 -1.87603 -1.8 -4.6 -2.5 -1.5342
C 0.77920 -0.08391 -2.62361 1.0 4.6 -0.7 -1.3694
C -2.84501 -1.49441 2.02815 2.1 1.1 -0.2 -1.1187
C -1.83352 -1.73530 0.86959 1.4 0.9 3.7 -0.4363
N 0.29662 -0.66160 -0.04280 0.1 -0.1 -0.9 -0.6914
N 0.57750 -1.51940 1.71918 0.9 -1.8 1.3 -0.1805
O 0.59494 -2.78714 1.77732 -0.5 2.0 -0.5 -0.5732
H -0.56456 0.12763 1.65089 -1.4 -0.5 0.0 0.2630
H 1.35261 0.80127 1.66533 0.6 0.6 0.5 0.4801
H 0.54321 2.26894 1.00705 1.6 -0.8 -0.3 0.1246
H 2.28765 1.83186 0.59503 3.3 1.7 -0.4 0.6891
H 1.96523 2.36110 -2.93180 0.2 0.5 0.2 0.3608
H 2.45003 2.55179 -1.24469 3.1 0.9 2.0 0.4700
H 0.96500 3.14185 -1.72300 -1.9 2.6 0.2 0.3047
H 0.56735 -0.84852 -1.98568 -0.4 -2.8 0.9 0.4544
H 1.58270 -0.17989 -3.36708 0.3 -0.3 0.6 0.2944
H -0.05517 0.16178 -3.23613 -1.2 0.1 -0.5 0.3009
H -2.80526 -0.43846 2.39766 -0.3 -0.8 -0.4 0.2676
H -2.62560 -2.14862 2.86316 0.0 -0.1 0.2 0.2517
H -3.74668 -1.74596 1.58205 -2.3 -0.3 -0.1 0.3907
H -2.21537 -1.49265 -0.03439 -1.5 1.1 -2.9 0.4311
H -1.71892 -2.82677 0.83728 1.1 0.4 0.0 0.3878
```
Positions in Å, forces in eV/Å.

Results
total charge: -1
relative energy (zero: lowest compared OMol25 entry of this formula, charge and spin): 3.626 eV
orbital gap (alpha / beta): 6.270 / 6.269 eV
lowest unoccupied orbital energy (alpha / beta): 3.87 / 3.87 eV